Record 1
Molecular formula: C18H47F5NO10PS7
Method: DFT, ωB97M-V/def2-TZVPD

Each line ends with the Mulliken charge.
Cartesian coordinates (Å):
1 N 0.344 -2.027 4.216  -0.304
2 P 1.159 -2.976 3.047  0.103
3 O 2.210 -3.827 3.949  -0.437
4 C 2.313 -1.603 2.437  0.426
5 O 2.537 -0.624 3.095  -0.480
6 O 2.826 -1.685 1.188  -0.238
7 C 2.777 -2.929 0.496  -1.162
8 C 3.424 -2.698 -0.859  0.937
9 F 2.757 -1.689 -1.486  -0.212
10 F 3.258 -3.841 -1.598  -0.323
11 C 4.956 -2.345 -0.829  0.650
12 F 5.651 -3.213 -1.562  -0.267
13 F 5.176 -1.133 -1.320  -0.234
14 F 5.431 -2.390 0.419  -0.249
15 H -0.041 -1.202 3.754  0.132
16 H -0.461 -2.576 4.508  0.286
17 H 2.868 -3.271 4.405  0.367
18 H 3.275 -3.732 1.044  0.383
19 H 1.748 -3.243 0.299  0.607
20 C -0.433 1.615 1.458  -0.340
21 S -0.613 1.190 -0.274  0.459
22 O -1.364 -0.097 -0.333  -0.681
23 C 1.112 0.811 -0.547  0.578
24 H -1.417 1.844 1.860  0.142
25 H -0.009 0.768 1.998  -0.106
26 H 0.217 2.486 1.548  0.364
27 H 1.414 0.017 0.133  -0.511
28 H 1.713 1.708 -0.380  0.312
29 H 1.231 0.476 -1.576  -0.196
30 C 1.697 3.471 -3.156  -0.675
31 S 2.903 4.406 -2.207  0.486
32 O 2.793 3.947 -0.796  -0.595
33 C 2.041 5.978 -2.317  -0.940
34 H 2.018 2.432 -3.179  0.074
35 H 0.719 3.543 -2.679  0.273
36 H 1.656 3.859 -4.173  0.415
37 H 1.043 5.874 -1.892  0.287
38 H 1.986 6.286 -3.361  0.350
39 H 2.613 6.708 -1.748  0.333
40 C 1.812 -0.152 6.842  -0.768
41 S 3.326 -1.102 6.965  0.503
42 O 3.011 -2.474 6.478  -0.610
43 C 3.370 -1.199 8.758  -1.007
44 H 1.589 -0.037 5.784  0.134
45 H 1.005 -0.694 7.333  0.298
46 H 1.964 0.825 7.303  0.417
47 H 2.453 -1.667 9.117  0.306
48 H 3.479 -0.196 9.168  0.381
49 H 4.229 -1.805 9.035  0.328
50 C 0.501 -2.458 -5.323  -1.061
51 S 1.363 -1.000 -4.728  0.749
52 O 0.729 0.180 -5.386  -0.660
53 C 2.894 -1.322 -5.608  -0.996
54 H -0.509 -2.429 -4.918  0.326
55 H 0.475 -2.453 -6.414  0.230
56 H 1.016 -3.348 -4.962  0.410
57 H 2.691 -1.381 -6.678  0.320
58 H 3.326 -2.255 -5.247  0.367
59 H 3.574 -0.498 -5.401  0.313
60 C -3.484 3.446 5.834  -0.994
61 S -3.851 2.368 4.446  0.492
62 O -2.557 1.805 3.976  -0.537
63 C -4.302 3.672 3.299  -0.984
64 H -3.139 2.821 6.654  0.315
65 H -2.703 4.151 5.548  0.287
66 H -4.391 3.974 6.129  0.376
67 H -3.466 4.364 3.192  0.338
68 H -5.187 4.187 3.670  0.427
69 H -4.525 3.206 2.343  0.275
70 C -6.218 -0.251 1.606  -0.757
71 S -7.930 -0.255 2.148  0.492
72 O -8.123 0.960 2.981  -0.608
73 C -7.761 -1.642 3.278  -0.884
74 H -6.088 0.579 0.916  0.302
75 H -5.561 -0.122 2.467  0.155
76 H -5.995 -1.186 1.093  0.372
77 H -7.001 -1.408 4.023  0.276
78 H -7.490 -2.535 2.716  0.343
79 H -8.724 -1.790 3.763  0.315
80 C -0.526 -1.185 -10.916  -0.983
81 S 0.267 -1.126 -9.305  0.569
82 O 0.648 -2.525 -8.965  -0.635
83 C -1.215 -0.750 -8.366  -0.866
84 H 0.234 -1.454 -11.647  0.334
85 H -1.313 -1.938 -10.905  0.296
86 H -0.932 -0.202 -11.153  0.361
87 H -1.961 -1.524 -8.544  0.339
88 H -1.591 0.228 -8.667  0.393
89 H -0.938 -0.718 -7.314  0.197

Its HOMO-LUMO gap is 8.92 eV. The value obtained for the lowest unoccupied orbital energy is 0.509 eV. The HOMO energy comes out at -8.41 eV. Its strongest force on any atom is 0.0159 Eh/bohr.

***

Record 2
Molecular formula: C18H47NO4Si2Zn
Method: DFT, ωB97M-V/def2-TZVPD

Each line ends with the Mulliken charge.
Cartesian coordinates (Å):
1 O 1.998 0.292 -2.110  0.232
2 O 2.302 -1.627 -5.101  -0.028
3 C 2.092 1.680 -2.448  -0.082
4 C 2.417 2.636 -1.310  -1.560
5 H 1.106 1.908 -2.872  0.192
6 H 2.825 1.803 -3.263  0.261
7 H 1.736 2.511 -0.459  0.300
8 H 2.301 3.662 -1.677  0.399
9 H 3.457 2.504 -0.969  0.387
10 C 2.797 -0.138 -0.999  -0.149
11 C 4.219 -0.415 -1.428  -1.264
12 H 2.308 -1.043 -0.625  0.081
13 H 2.774 0.617 -0.197  0.420
14 H 4.235 -1.120 -2.270  0.090
15 H 4.806 -0.845 -0.612  0.457
16 H 4.720 0.504 -1.739  0.292
17 C 2.279 -3.045 -5.355  -0.465
18 C 3.170 -0.913 -5.994  -0.207
19 C 3.123 -3.825 -4.373  -1.348
20 H 2.634 -3.251 -6.382  0.476
21 H 1.228 -3.345 -5.280  0.341
22 H 4.183 -3.585 -4.486  0.316
23 H 2.990 -4.888 -4.583  0.408
24 H 2.819 -3.629 -3.339  0.179
25 C 4.616 -1.373 -5.962  -1.403
26 H 3.082 0.134 -5.688  0.231
27 H 2.786 -1.008 -7.027  0.321
28 H 5.015 -1.407 -4.942  0.238
29 H 5.208 -0.660 -6.541  0.427
30 H 4.736 -2.357 -6.424  0.364
31 H 0.843 -0.579 -3.795  -0.150
32 Zn -1.024 -0.003 -0.982  0.803
33 C -0.252 -0.801 -3.958  0.960
34 Si -0.924 -0.545 -5.729  0.449
35 H -0.395 -1.857 -3.672  0.178
36 H -0.808 -0.132 -3.271  -1.003
37 C -0.207 1.030 -6.469  -0.994
38 C -2.813 -0.434 -5.664  -1.066
39 C -0.597 -1.943 -6.954  -1.000
40 C -1.471 1.840 -1.268  -0.448
41 Si -2.999 2.066 -0.222  0.106
42 H -1.719 2.089 -2.315  0.552
43 H -0.687 2.548 -0.928  0.411
44 C -4.501 1.748 -1.305  -1.010
45 C -3.055 3.823 0.436  -1.167
46 C -3.101 0.907 1.265  -1.141
47 H -0.944 -1.626 -7.954  0.379
48 H -1.161 -2.845 -6.676  0.294
49 H 0.467 -2.203 -7.034  0.167
50 H -0.551 1.910 -5.905  0.320
51 H -0.541 1.136 -7.513  0.337
52 H 0.893 1.013 -6.456  0.257
53 H -3.168 0.114 -4.783  0.230
54 H -3.253 -1.443 -5.644  0.308
55 H -3.201 0.075 -6.563  0.307
56 H -2.496 4.504 -0.217  0.327
57 H -2.629 3.875 1.445  0.317
58 H -4.100 4.152 0.478  0.332
59 H -2.175 0.905 1.855  0.330
60 H -3.320 -0.127 0.968  0.308
61 H -3.922 1.257 1.904  0.375
62 H -5.393 2.185 -0.839  0.332
63 H -4.671 0.674 -1.445  0.283
64 H -4.367 2.214 -2.292  0.312
65 N -0.721 -2.029 -1.046  -0.596
66 C -0.507 -2.606 0.294  -0.545
67 C -0.116 -1.478 1.287  0.570
68 O 0.073 -1.838 2.444  -0.714
69 O -0.023 -0.280 0.799  -0.739
70 H -1.480 -2.528 -1.512  0.356
71 H 0.118 -2.196 -1.604  0.105
72 H -1.423 -3.073 0.671  0.357
73 H 0.301 -3.351 0.282  0.304

Its HOMO-LUMO gap is 8.82 eV. The value obtained for the lowest unoccupied orbital energy is -0.043 eV. The HOMO energy comes out at -8.87 eV. Its strongest force on any atom is 0.0354 Eh/bohr.